DFT (the ωB97M-V functional and the def2-TZVPD basis) results for C25H24AsN8RhS2 as an isolated structure.

The geometry in ORCA input format:
```
! wB97M-V def2-TZVPD RIJCOSX def2/J DEFGRID3
* xyz 2 5
Rh 0.37 -1.35 0.93
N 2.30 -1.39 2.66
N 2.12 -0.59 3.79
C 0.96 0.07 4.00
N 0.91 0.82 5.09
S -0.38 -0.02 2.98
H 2.46 -2.35 2.93
H 3.11 -1.06 2.15
H 2.91 -0.45 4.40
H 1.67 0.87 5.76
H 0.07 1.34 5.29
N -1.48 -4.65 3.26
C -0.67 -3.60 3.32
N -0.44 -3.18 2.08
C -1.17 -4.05 1.32
N -1.82 -4.96 1.99
C -1.21 -3.91 -0.15
C -1.72 -4.90 -0.97
N -1.71 -4.78 -2.30
C -1.18 -3.66 -2.79
C -0.68 -2.66 -1.97
N -0.70 -2.79 -0.65
H -1.85 -5.20 4.02
H -0.29 -3.17 4.23
H -2.15 -5.81 -0.55
H -1.16 -3.56 -3.87
H -0.26 -1.75 -2.38
S 2.34 -1.07 -0.40
C 2.01 -0.27 -1.87
C 2.93 -0.44 -2.94
C 2.68 0.17 -4.15
C 1.53 0.95 -4.31
C 0.64 1.14 -3.26
C 0.87 0.54 -2.04
As -0.29 0.81 -0.50
C 0.62 2.25 0.43
C -0.08 2.92 1.44
C 0.55 3.91 2.18
C 1.88 4.23 1.93
C 2.57 3.57 0.93
C 1.95 2.58 0.18
C -1.82 1.66 -1.31
C -2.74 0.82 -1.94
C -3.82 1.37 -2.61
C -3.98 2.75 -2.65
C -3.07 3.58 -2.01
C -1.98 3.04 -1.34
H 3.81 -1.05 -2.79
H 3.38 0.04 -4.97
H 1.35 1.43 -5.27
H -0.23 1.77 -3.40
H -1.11 2.67 1.65
H -0.01 4.44 2.94
H 2.36 5.02 2.50
H 3.60 3.83 0.72
H 2.49 2.10 -0.62
H -2.62 -0.26 -1.90
H -4.53 0.72 -3.10
H -4.83 3.17 -3.16
H -3.20 4.65 -2.04
H -1.26 3.69 -0.88
*
```

Values from the calculation:
* HOMO energy (alpha / beta): -13.244 / -14.017 eV
* HOMO-LUMO gap (alpha / beta): 7.8 / 5.7 eV
* LUMO energy (alpha / beta): -5.44 / -8.28 eV